A structure of composition C42H50N4O2P2SbSe4Y in a non-equilibrium geometry, computed with wB97M-V/def2-TZVPD.

Geometry as XYZ:
```
106
Properties=species:S:1:pos:R:3:forces:R:3:mulliken_charge:R:1
Y 0.07820 0.43938 0.22253 0.19 1.50 -0.61 -1.554
O 7.26669 2.66909 -0.20625 -0.01 0.02 -0.03 -0.740
C 6.40268 3.34827 0.37850 0.00 0.03 -0.04 0.481
O 6.50491 4.37640 1.07267 0.00 -0.02 0.02 -0.744
C 4.95822 2.80176 0.24331 0.00 -0.05 0.06 -0.835
C 3.92003 3.33235 0.98537 -0.02 0.00 0.00 -1.254
C 2.64486 2.78215 0.90240 0.12 -0.12 0.25 1.332
N 2.39554 1.67425 0.19274 -0.05 -0.19 0.32 0.705
C 3.40323 1.14662 -0.51423 -0.03 0.09 -0.11 1.106
C 4.66703 1.71818 -0.56612 0.01 -0.07 0.08 -1.110
C 3.09852 -0.06416 -1.31939 0.05 -0.07 -0.03 0.200
C 4.11075 -0.87415 -1.83063 -0.01 0.01 -0.01 -0.812
C 3.77256 -1.91984 -2.67119 -0.02 -0.01 0.01 -0.795
C 2.44323 -2.10881 -3.01195 0.02 0.02 -0.01 -0.986
C 1.49540 -1.28936 -2.42457 -0.08 0.01 -0.01 -0.063
N 1.80955 -0.32246 -1.56234 0.05 -0.13 0.36 0.463
C 1.52439 3.39575 1.66481 -0.07 0.08 0.02 0.186
C 1.63168 4.70530 2.13827 0.01 -0.02 -0.01 -1.160
C 0.57972 5.26932 2.83052 -0.01 0.00 0.00 -0.818
C -0.58686 4.53668 2.98504 -0.01 -0.01 -0.01 -1.264
C -0.62809 3.26227 2.45684 -0.02 -0.04 0.00 -0.611
N 0.40527 2.68470 1.84281 0.28 -0.52 0.04 1.176
H 4.15840 4.15603 1.64201 0.00 0.05 -0.05 0.531
H 5.45204 1.33739 -1.20305 0.04 -0.05 0.08 0.600
H 5.14132 -0.69099 -1.56372 0.00 0.02 -0.03 0.432
H 4.54312 -2.57244 -3.06258 0.00 0.03 -0.04 0.395
H 2.13328 -2.87329 -3.71038 0.00 -0.01 0.02 0.468
H 0.44022 -1.37732 -2.66153 -0.02 -0.05 0.07 0.268
H 2.52200 5.28136 1.93956 0.01 0.00 0.02 0.494
H 0.66249 6.27428 3.22449 -0.02 0.02 -0.05 0.396
H -1.46047 4.94661 3.47323 0.01 -0.01 0.02 0.463
H -1.53710 2.67950 2.48540 0.01 -0.01 0.06 0.424
C -4.27220 2.05536 -1.07860 -0.02 0.05 -0.01 -1.490
C -4.32317 1.75427 0.41932 0.10 0.05 0.01 0.381
C -4.24819 3.06468 1.20739 -0.01 0.02 0.00 -1.603
P -2.94749 0.64442 0.97949 -0.19 -0.32 0.02 2.119
C -3.49667 0.06941 2.68762 -0.02 0.13 0.03 1.662
C -5.00530 -0.04259 2.87897 0.03 -0.06 0.02 -1.692
C -2.84466 0.83321 3.83903 0.05 -0.07 0.01 -1.636
C -3.28683 -0.92759 0.10430 0.13 -0.03 0.00 -0.298
C -4.46895 -1.28705 -0.53382 -0.03 -0.02 0.03 0.064
C -4.60755 -2.51175 -1.17682 0.01 0.02 -0.07 0.269
C -5.90284 -2.90596 -1.82836 0.06 0.04 -0.05 -1.379
C -3.49361 -3.34482 -1.24941 0.01 -0.01 0.02 -1.048
C -2.31254 -3.01718 -0.60202 -0.13 0.03 -0.03 -0.413
C -2.21666 -1.82786 0.10939 0.21 -0.02 0.52 0.028
N -1.04877 -1.50916 0.87132 0.48 -0.19 0.05 1.404
C -0.84769 -2.17841 2.04895 -0.24 -0.12 -0.04 -0.221
C -1.82161 -3.05351 2.59707 0.02 -0.05 -0.04 -0.661
C -1.65812 -3.66649 3.82173 -0.01 0.00 0.01 -1.112
C -0.52268 -3.46704 4.60257 0.00 0.01 0.01 0.219
C -0.33891 -4.14102 5.93740 0.01 0.01 -0.02 -1.611
C 0.45633 -2.64166 4.06864 0.00 -0.02 0.02 -0.490
C 0.34114 -2.01464 2.83080 -0.02 -0.03 -0.17 -0.065
P 1.73431 -1.11374 2.07121 -0.14 -0.32 0.16 2.315
C 2.77036 -2.50910 1.39522 -0.03 -0.04 -0.05 0.998
C 3.48402 -3.35687 2.44411 0.01 0.00 -0.03 -1.630
C 1.89086 -3.40463 0.51811 0.02 0.02 -0.05 -1.445
C 2.73813 -0.49631 3.48838 -0.06 0.00 0.10 0.506
C 1.95124 0.53816 4.29164 0.01 0.04 -0.02 -1.689
C 4.07639 0.06799 3.00607 -0.02 0.05 -0.03 -1.578
H -5.14757 2.65102 -1.35751 -0.02 -0.02 0.02 0.494
H -4.25676 1.15640 -1.69150 -0.02 0.00 -0.01 0.234
H -3.37851 2.62930 -1.32164 0.02 -0.03 0.00 0.164
H -5.26692 1.24924 0.64511 0.00 0.01 0.05 0.595
H -3.34653 3.61185 0.91963 0.02 -0.02 0.01 0.191
H -4.23058 2.90928 2.28924 -0.03 0.00 0.00 0.317
H -5.11009 3.69563 0.97315 0.00 0.00 0.00 0.495
H -3.08604 -0.94154 2.72030 0.02 0.00 -0.04 -0.576
H -5.48283 0.93980 2.90627 -0.01 0.00 -0.01 0.320
H -5.22539 -0.54392 3.82686 0.00 0.01 0.00 0.463
H -5.46348 -0.62789 2.07959 -0.01 0.01 0.00 0.306
H -3.23600 1.84882 3.94113 0.01 0.01 0.00 0.334
H -1.76190 0.89544 3.70804 0.00 -0.02 0.01 0.192
H -3.02526 0.31151 4.78398 -0.04 0.02 0.00 0.462
H -5.31065 -0.60304 -0.54421 0.00 0.00 0.02 0.205
H -5.80438 -2.80337 -2.91199 -0.02 -0.01 0.00 0.113
H -6.72001 -2.26272 -1.49851 0.00 -0.01 0.01 0.366
H -6.15822 -3.94234 -1.59598 -0.01 0.00 0.00 0.366
H -3.55536 -4.25646 -1.83316 -0.02 -0.03 0.06 0.322
H -1.46059 -3.68814 -0.62069 0.01 0.01 -0.02 0.471
H -2.72376 -3.24110 2.02926 -0.01 0.01 0.01 0.346
H -2.44701 -4.31734 4.18812 -0.01 0.01 0.00 0.302
H -1.28456 -4.54436 6.30288 0.00 0.00 0.01 0.400
H 0.03899 -3.44378 6.68845 -0.01 0.00 0.01 0.355
H 0.37099 -4.97141 5.87881 -0.01 -0.01 0.01 0.278
H 1.35679 -2.48549 4.65508 0.01 0.00 -0.02 0.382
H 3.51835 -2.03152 0.75460 -0.02 0.03 0.00 0.236
H 2.76587 -3.79273 3.14254 0.00 0.01 0.00 0.266
H 4.22737 -2.79407 3.00941 -0.01 0.01 0.01 0.337
H 4.00303 -4.18176 1.94776 0.00 -0.01 0.01 0.476
H 1.23669 -4.01813 1.14151 -0.01 0.01 0.00 0.318
H 2.51542 -4.06792 -0.08532 0.01 -0.01 0.02 0.624
H 1.25448 -2.83290 -0.15793 0.00 0.00 0.00 -0.155
H 2.93498 -1.35171 4.13953 0.06 -0.01 -0.02 0.772
H 1.66978 1.38523 3.66311 0.01 0.00 0.00 0.113
H 2.56112 0.92204 5.11375 0.00 -0.01 0.00 0.515
H 1.03789 0.11185 4.70994 0.00 0.00 0.00 0.244
H 3.95041 1.05958 2.56788 -0.02 -0.03 -0.05 0.163
H 4.55715 -0.56246 2.25647 0.02 -0.01 0.02 0.325
H 4.76684 0.16688 3.84670 -0.01 0.03 0.00 0.514
Se -2.41622 1.32529 -6.45707 0.03 0.02 0.06 -0.675
Sb -2.44069 -0.37235 -4.75843 -0.15 -0.39 -0.47 0.452
Se -0.52324 2.83545 -0.87615 -0.59 -0.19 -1.12 -0.647
Se -1.13748 0.89319 -2.25352 0.12 0.89 0.57 -0.369
Se -4.45816 -1.69762 -5.03889 -0.01 0.04 0.03 -0.683
```
Forces are in eV/Å.

Computed properties:
**Spin multiplicity**: 1
**HOMO energy**: -1.6769 eV
**Frontier orbital gap**: 5.13 eV
**Relative energy (zero: lowest compared OMol25 entry of this formula, charge and spin)**: 37.69 kJ/mol
**Strongest force on any atom**: 0.0318 Eh/bohr
**Total charge**: -2

---

A structure of composition C42H51AlBrN5O5SbSi3, computed with wB97M-V/def2-TZVPD.

Geometry as XYZ:
```
109
Properties=species:S:1:pos:R:3:forces:R:3:mulliken_charge:R:1
Al 0.16793 0.19101 0.46729 -0.01 -0.14 0.91 -2.831
O 2.16445 -1.01712 -3.21780 0.03 0.03 -0.15 -0.486
C 3.05241 0.00075 -3.11410 -0.10 -0.06 0.07 -0.032
C 3.84627 0.27758 -4.22353 0.03 0.02 -0.10 -0.647
C 4.80589 1.27280 -4.16730 -0.02 -0.03 0.05 -0.412
C 4.98156 2.00765 -2.99855 0.03 0.03 0.00 -0.784
C 4.18558 1.74001 -1.89858 -0.06 -0.01 -0.03 -0.808
C 3.21121 0.74155 -1.93334 -0.03 -0.05 0.04 0.288
C 2.40742 0.44698 -0.72819 -0.10 -0.17 0.08 1.058
O 1.24213 -0.24728 -0.89320 0.19 0.30 -0.35 0.414
N 2.79754 0.80604 0.43832 0.08 -0.01 0.05 -1.303
N 1.92235 0.31702 1.40742 -0.14 0.02 -0.44 1.888
C 2.23884 0.66306 2.66631 0.00 0.00 0.13 -0.447
C 1.84268 0.01797 3.81017 -0.05 0.01 -0.11 -0.113
C 2.01709 0.69760 5.06101 -0.03 -0.01 0.02 -0.779
C 1.45831 0.26847 6.21833 0.01 -0.05 -0.03 -0.675
C 0.57093 -0.88311 6.18643 0.00 0.09 0.01 -0.511
C 0.44873 -1.63784 5.08917 -0.01 -0.02 -0.10 -0.757
C 1.34480 -1.42569 3.88839 -0.09 0.22 0.09 0.865
O -0.17249 -1.16475 1.90821 0.11 -0.09 0.34 1.581
H 1.59112 -0.98647 -2.42418 -0.05 0.05 0.07 0.477
H 3.69192 -0.30755 -5.12322 0.00 0.01 0.06 0.438
H 5.42081 1.47349 -5.03677 -0.01 0.00 0.01 0.393
H 5.73576 2.78391 -2.94799 -0.04 -0.02 0.00 0.392
H 4.29738 2.29682 -0.97711 0.01 -0.01 -0.01 0.465
H 2.87166 1.54552 2.77512 -0.05 0.01 0.01 0.250
H 2.55599 1.64191 5.03625 0.00 -0.06 0.02 0.348
H 1.57677 0.82979 7.13621 0.00 -0.01 -0.02 0.344
H -0.03633 -1.09798 7.06086 0.01 -0.01 -0.03 0.392
H -0.24083 -2.47887 5.05918 0.01 0.06 0.02 0.456
C -4.38542 -2.14487 -0.28679 0.03 -0.01 0.01 -1.464
Sb -2.22329 -2.16191 -0.47425 -0.08 -0.05 -0.03 -0.116
C -1.96253 -0.20007 0.48667 -0.04 -0.12 -0.41 1.622
C -2.98570 0.78275 0.05373 0.13 0.37 -0.05 -0.878
C -3.57008 1.68859 0.96409 0.09 -0.04 0.01 -0.174
C -4.50458 2.61321 0.54428 0.02 -0.02 0.04 -0.580
C -4.85773 2.65982 -0.79555 -0.01 -0.02 -0.02 -1.232
C -4.25386 1.73912 -1.63313 0.01 -0.08 0.02 -0.400
N -3.37398 0.82334 -1.23474 0.04 -0.08 0.13 0.642
Si -1.73163 -0.57393 2.28898 -0.20 -0.50 -0.03 0.629
C -2.76883 -1.94186 3.03758 -0.06 -0.03 0.05 -1.573
C 0.76434 -1.99993 2.60582 0.06 0.00 -0.13 -1.983
C -1.52694 0.80924 3.52124 0.01 0.21 -0.15 -1.259
C -1.91671 -2.39915 -2.75251 0.12 0.55 0.21 2.006
C -1.30257 -1.16083 -3.38494 0.07 -0.02 -0.05 -1.789
C -1.02546 -1.10536 -4.76345 -0.04 -0.04 0.05 -0.570
C -0.54614 0.06284 -5.32137 0.04 0.00 0.02 -1.532
C -0.31416 1.15984 -4.50215 0.01 0.00 -0.03 -1.369
C -0.54358 1.00123 -3.14955 -0.01 -0.13 0.11 -0.366
N -1.02323 -0.11824 -2.60670 0.11 -0.04 -0.02 1.416
Si -0.69672 -3.85037 -2.79489 0.13 -0.27 0.09 0.983
C 0.81992 -3.60997 -1.70157 -0.01 0.16 -0.01 -0.628
C 0.00277 -4.20564 -4.50457 -0.04 0.11 -0.16 -1.223
C -1.56056 -5.42228 -2.22077 -0.12 -0.03 -0.05 -1.119
Si -3.56533 -2.72334 -3.61014 -0.27 0.01 -0.08 0.783
C -4.51165 -4.19410 -2.88818 0.05 -0.10 0.06 -1.432
C -3.46979 -3.14363 -5.45038 0.14 -0.04 -0.10 -1.404
C -4.61305 -1.17414 -3.54200 -0.01 0.07 0.09 -0.909
H -4.59440 -2.48492 0.73089 0.03 0.03 -0.06 0.452
H -4.85707 -2.82931 -0.98583 -0.05 0.13 0.15 0.446
H -4.79350 -1.14603 -0.42380 0.04 0.02 0.03 0.349
H -3.28206 1.66126 2.00426 -0.08 0.06 -0.14 -0.055
H -4.95051 3.29873 1.25590 0.03 -0.01 0.02 0.465
H -5.58171 3.36900 -1.17355 0.04 0.02 -0.03 0.378
H -4.50010 1.72523 -2.69268 0.00 -0.04 0.04 0.395
H -2.55988 -2.90243 2.55592 -0.05 0.06 0.04 0.339
H -3.83058 -1.71297 2.88150 0.11 -0.03 0.03 0.456
H -2.60251 -2.04032 4.11385 0.02 0.01 -0.06 0.400
H 0.26797 -2.95083 2.81948 -0.06 -0.01 -0.01 0.662
H 2.23892 -2.05449 4.05605 0.03 -0.05 0.01 0.508
H 1.56768 -2.18451 1.89911 0.00 0.02 -0.09 0.233
H -2.39644 1.46719 3.59820 0.10 -0.11 0.13 0.803
H -0.66313 1.42572 3.24701 -0.08 0.02 0.05 0.030
H -1.32532 0.39131 4.50778 0.04 -0.06 0.02 0.395
H -1.17758 -1.98023 -5.37949 -0.01 0.08 0.02 0.787
H -0.33627 0.11570 -6.38412 -0.02 -0.02 0.03 0.389
H 0.06622 2.09369 -4.89564 -0.01 -0.02 0.04 0.520
H -0.31310 1.80216 -2.44956 0.02 -0.10 -0.08 0.386
H 1.70161 -3.39921 -2.31462 -0.07 -0.01 0.05 0.343
H 1.01286 -4.51975 -1.12558 -0.03 0.05 -0.02 0.554
H 0.71375 -2.78722 -0.99117 0.06 -0.04 0.00 -0.398
H 0.68847 -3.40605 -4.80366 -0.04 -0.09 0.00 0.265
H -0.75913 -4.31826 -5.28128 0.12 -0.02 0.07 0.305
H 0.57387 -5.13872 -4.45750 -0.01 0.05 0.03 0.443
H -2.08539 -5.25987 -1.27481 0.05 -0.07 -0.04 0.155
H -0.81721 -6.20971 -2.06115 -0.01 0.06 -0.02 0.447
H -2.28585 -5.78693 -2.95532 0.09 0.02 0.09 0.262
H -4.37633 -5.08027 -3.51482 -0.02 0.07 0.02 0.401
H -5.58140 -3.95954 -2.86831 0.06 -0.03 -0.01 0.459
H -4.20388 -4.45494 -1.87447 -0.06 -0.08 -0.13 0.395
H -2.74221 -3.92849 -5.68031 -0.13 0.06 0.00 0.365
H -3.23165 -2.26727 -6.05758 -0.04 -0.07 0.01 0.345
H -4.45531 -3.50680 -5.76276 0.03 0.03 0.05 0.399
H -4.75121 -0.83742 -2.51376 -0.01 0.01 -0.17 0.216
H -5.59456 -1.34633 -3.99590 0.06 -0.02 -0.02 0.592
H -4.11794 -0.36251 -4.08729 -0.03 -0.07 0.05 0.179
Br -2.98855 4.98674 -3.04319 -0.03 -0.04 0.03 -0.159
C -2.30698 5.04339 -1.27548 0.02 0.04 -0.02 0.032
C -2.53116 6.16893 -0.50098 0.05 0.01 0.19 -0.182
N -2.02892 6.30151 0.72710 0.00 -0.06 -0.08 -0.678
C -1.27083 5.31057 1.19767 -0.09 0.11 -0.11 -0.474
C -1.01808 4.13841 0.49440 0.03 0.14 -0.04 -0.034
C -1.56752 3.99243 -0.76940 0.01 -0.08 -0.08 0.625
C -0.14103 3.08193 1.11519 0.10 -0.13 0.15 -0.100
O 0.46780 3.32849 2.13964 -0.08 -0.12 -0.06 -0.699
O -0.14827 1.95969 0.46843 -0.10 0.26 -0.34 0.265
H -3.13664 6.98643 -0.87777 0.04 -0.02 -0.01 0.372
H -0.83666 5.43939 2.18169 -0.02 -0.02 -0.02 0.528
H -1.41970 3.07766 -1.33128 -0.03 0.10 0.07 -0.105
```
Forces are in eV/Å.

Computed properties:
**Spin multiplicity**: 1
**HOMO energy**: -3.7715 eV
**Frontier orbital gap**: 6.04 eV
**Strongest force on any atom**: 0.0179 Eh/bohr
**Total charge**: -1